This record from the OMol25 dataset describes C7H8N4 in the gas phase in a non-equilibrium geometry. The level of theory is ωB97M-V/def2-TZVPD.

```
19
Properties=species:S:1:pos:R:3:forces:R:3:nbo_charge:R:1
N -0.291 0.802 -0.621 -0.517 -2.840 0.198 -0.4415
N 3.032 -1.768 1.234 1.013 -1.633 1.629 -0.5236
N -0.359 -1.349 0.506 -2.008 -1.556 0.106 -0.4234
N 0.752 -1.950 0.983 1.626 -1.000 -0.648 -0.1831
C -0.289 -0.269 -0.078 0.873 3.467 -0.450 0.7056
C -0.708 2.168 -0.647 2.024 1.004 2.177 -0.2212
C 1.946 -1.212 0.774 -1.054 0.925 -0.219 0.1090
C 1.924 -3.868 1.756 0.015 5.985 -1.062 -0.3292
C 0.748 -3.264 1.251 3.455 0.890 1.319 0.0998
C 3.011 -2.978 1.863 1.736 -0.051 -0.710 0.1022
C -1.774 2.300 -1.709 1.169 3.615 -0.555 -0.6173
H -1.024 2.446 0.444 0.232 -0.194 -2.059 0.2019
H 4.063 -3.248 2.297 -2.285 0.145 -0.632 0.2063
H -1.409 2.018 -2.644 0.931 -1.208 -1.429 0.2205
H -2.096 3.335 -2.023 0.386 -0.508 1.222 0.2170
H -2.635 1.781 -1.526 -2.078 -1.548 0.844 0.2146
H 2.031 -4.831 1.971 -0.016 -3.849 0.958 0.2207
H -0.049 -3.869 1.121 -2.969 -1.228 -0.602 0.2118
H 0.339 2.701 -0.810 -2.534 -0.416 -0.086 0.2299
```
Forces are in eV/Å.

## Properties
**Multiplicity**: 1
**Gap between HOMO and LUMO**: 7.7 eV
**Calculated total energy**: -13343.423 eV
**ΔE to the lowest compared entry with this formula, charge and spin**: 555.17 kJ/mol